Here is a structure of composition C19H41BN6PtSi4Te at a distorted geometry from OMol25. Energies are from the ωB97M-V functional and the def2-TZVPD basis.

Multiplicity   5
HOMO-LUMO gap (spin up / spin down)   5.525 / 2.999 eV
<S²>   6.028
Net charge   +2
LUMO level (spin up / spin down)   -7.60 / -10.01 eV
Highest occupied orbital energy (spin up / spin down)   -13.12 / -13.01 eV

Each line ends with the Mulliken spin population.
Atoms and positions in Å:
1 H 1.180 3.844 -2.718  0.010
2 N 1.093 2.018 -3.857  0.247
3 B 0.171 0.438 -5.824  0.027
4 N 0.665 1.764 -5.142  -0.021
5 C 0.841 2.900 -5.851  0.029
6 Pt 1.853 0.939 -2.370  1.355
7 H 0.752 2.914 -6.944  0.001
8 C 1.100 3.927 -4.962  0.025
9 H 1.230 4.955 -5.251  0.002
10 C 1.133 3.378 -3.691  -0.020
11 H 0.398 0.495 -7.009  -0.001
12 C -1.923 -3.342 -0.895  -0.007
13 H -1.904 -4.416 -1.127  0.000
14 H -1.475 -2.732 -1.691  0.000
15 H -2.958 -3.021 -0.734  0.000
16 N -1.378 0.040 -5.640  -0.007
17 N 1.204 -0.489 -5.097  -0.068
18 N -1.812 0.110 -4.350  0.014
19 N 1.679 -0.469 -3.796  0.435
20 C -2.444 -0.373 -6.401  0.014
21 C 1.890 -1.445 -5.769  0.161
22 H -2.344 -0.422 -7.456  0.000
23 H 1.781 -1.515 -6.854  -0.002
24 C -3.520 -0.667 -5.539  0.003
25 C 2.589 -2.188 -4.830  0.101
26 C -3.037 -0.379 -4.238  0.002
27 C 2.347 -1.643 -3.584  -0.057
28 H -4.516 -1.041 -5.754  0.000
29 H 3.197 -3.054 -5.059  0.004
30 H -3.452 -0.453 -3.254  0.000
31 H 2.598 -1.955 -2.584  0.008
32 H -1.420 -3.150 0.001  0.004
33 C -0.026 3.571 2.642  0.025
34 Si -0.955 2.068 3.308  0.002
35 C -1.037 2.096 5.194  0.004
36 C -2.699 2.071 2.584  0.004
37 Si 0.155 0.154 2.523  0.061
38 Te 0.725 1.035 -0.270  1.538
39 Si 2.344 0.006 3.328  0.050
40 C 2.353 -0.170 5.205  0.014
41 C 3.147 -1.478 2.484  -0.006
42 C 3.235 1.569 2.759  0.026
43 Si -1.033 -1.677 3.419  0.002
44 C -1.191 -1.732 5.315  0.001
45 C -2.667 -1.794 2.459  0.002
46 C -0.265 -3.238 2.667  0.000
47 H -0.584 4.484 2.904  0.003
48 H 0.065 3.525 1.547  0.002
49 H 0.983 3.659 3.064  -0.002
50 H -1.515 3.033 5.518  0.001
51 H -1.631 1.267 5.602  0.000
52 H -0.041 2.057 5.654  0.000
53 H -2.668 1.901 1.500  0.000
54 H -3.340 1.301 3.032  0.001
55 H -3.172 3.050 2.756  0.001
56 H 1.932 -1.130 5.533  0.000
57 H 3.391 -0.121 5.568  0.004
58 H 1.791 0.633 5.700  -0.001
59 H 2.948 -1.453 1.404  0.008
60 H 4.237 -1.443 2.626  0.003
61 H 2.780 -2.434 2.877  0.001
62 H 3.276 1.601 1.662  -0.003
63 H 2.741 2.484 3.109  -0.003
64 H 4.265 1.565 3.149  0.003
65 H -1.816 -0.916 5.709  0.000
66 H -1.661 -2.678 5.635  0.000
67 H -0.218 -1.673 5.825  0.000
68 H -2.531 -1.477 1.413  0.000
69 H -2.995 -2.850 2.454  0.000
70 H -3.459 -1.179 2.898  0.000
71 H 0.074 -3.025 1.641  0.001
72 H 0.585 -3.608 3.251  0.000
73 H -1.038 -4.025 2.624  0.001

Here is the molecule C6H7FN6O2 at a distorted geometry from OMol25. Energies are from the ωB97M-V functional and the def2-TZVPD basis.

HOMO-LUMO gap   8.059 eV
Structure (SMILES)   NCCc1nnc(C(=O)NC(=O)F)nn1
LUMO level   -1.68 eV
Highest occupied orbital energy   -9.74 eV

Each line ends with the natural charge from an NBO analysis.
Atoms and positions in Å:
1 N -0.693 0.028 -3.789  -0.834
2 C -0.836 -1.372 -3.230  -0.233
3 C 0.269 -1.743 -2.125  -0.461
4 C 0.021 -0.988 -0.692  0.341
5 N 0.753 -1.519 0.369  -0.169
6 N 0.591 -0.890 1.505  -0.139
7 C -0.283 0.191 1.437  0.195
8 C -0.443 1.009 2.844  0.660
9 O -1.165 0.535 3.763  -0.475
10 N 0.320 2.294 3.018  -0.673
11 C 1.314 2.166 4.111  0.948
12 O 1.508 3.040 5.000  -0.474
13 F 2.169 0.998 4.211  -0.344
14 N -1.046 0.700 0.392  -0.158
15 N -0.884 0.071 -0.746  -0.193
16 H -1.565 0.547 -3.547  0.367
17 H 0.069 0.536 -3.292  0.352
18 H -0.638 -2.075 -4.136  0.199
19 H -1.924 -1.607 -2.902  0.206
20 H 1.332 -1.423 -2.465  0.238
21 H 0.255 -2.874 -1.861  0.248
22 H 0.876 2.375 2.138  0.401

Here is a structure of composition C14H37N3O2RuS2 from OMol25. Energies are from the ωB97M-V functional and the def2-TZVPD basis.

Multiplicity   2
HOMO-LUMO gap (spin up / spin down)   8.639 / 7.605 eV
<S²>   0.754
Net charge   +3
Relative energy (zero: lowest compared OMol25 entry of this formula, charge and spin)   60.3 kJ/mol
LUMO level (spin up / spin down)   -10.25 / -11.23 eV
Highest occupied orbital energy (spin up / spin down)   -18.89 / -18.83 eV

Each line ends with the natural charge from an NBO analysis.
Atoms and positions in Å:
1 Ru 0.165 -0.357 -0.775  1.180
2 N -0.897 1.013 -1.989  -0.747
3 C -0.745 2.404 -1.451  -0.250
4 C -0.577 2.319 0.051  -0.256
5 N 0.420 1.262 0.417  -0.452
6 C 1.866 1.650 0.399  -0.254
7 C 2.417 1.603 -1.012  -0.251
8 N 1.989 0.307 -1.635  -0.755
9 H -0.679 1.002 -2.985  0.426
10 H -1.878 0.738 -1.935  0.420
11 H -1.614 3.014 -1.698  0.262
12 H 0.108 2.865 -1.940  0.222
13 H -1.516 2.016 0.511  0.238
14 H -0.288 3.281 0.477  0.261
15 H 0.199 0.954 1.364  0.431
16 H 2.382 0.914 1.017  0.235
17 H 2.005 2.629 0.858  0.262
18 H 3.504 1.682 -0.996  0.262
19 H 2.054 2.419 -1.629  0.224
20 H 2.676 -0.413 -1.414  0.420
21 H 2.001 0.374 -2.652  0.426
22 C -1.685 -3.428 -1.537  -0.629
23 C -2.659 -3.076 -0.425  -0.591
24 S -2.941 -1.308 -0.369  1.207
25 O -1.592 -0.682 0.158  -0.928
26 C -4.043 -1.156 1.046  -0.556
27 C -5.487 -1.379 0.604  -0.636
28 H -1.511 -4.503 -1.541  0.267
29 H -0.710 -2.950 -1.378  0.180
30 H -2.068 -3.150 -2.519  0.246
31 H -2.309 -3.374 0.564  0.251
32 H -3.646 -3.512 -0.600  0.279
33 H -3.876 -0.145 1.418  0.260
34 H -3.710 -1.872 1.798  0.251
35 H -5.820 -0.610 -0.090  0.241
36 H -6.122 -1.334 1.488  0.276
37 H -5.637 -2.358 0.150  0.230
38 C 1.486 -3.136 -2.506  -0.570
39 C 2.741 -3.500 -1.718  -0.429
40 C 2.481 -3.912 -0.273  -0.598
41 S 2.354 -2.526 0.865  1.257
42 O 1.196 -1.600 0.394  -0.981
43 C 1.710 -3.317 2.358  -0.569
44 C 0.208 -3.589 2.397  -0.424
45 C -0.256 -4.874 1.715  -0.623
46 H 1.707 -3.074 -3.571  0.259
47 H 1.053 -2.167 -2.211  0.123
48 H 0.710 -3.891 -2.378  0.226
49 H 3.493 -2.703 -1.751  0.209
50 H 3.216 -4.351 -2.206  0.273
51 H 3.359 -4.422 0.141  0.279
52 H 1.619 -4.569 -0.170  0.252
53 H 2.013 -2.644 3.160  0.267
54 H 2.312 -4.226 2.449  0.270
55 H -0.317 -2.717 1.996  0.206
56 H -0.047 -3.632 3.457  0.257
57 H -0.276 -4.793 0.627  0.182
58 H -1.266 -5.127 2.038  0.242
59 H 0.379 -5.719 1.981  0.241

no.,E_tot (a.u.)
1,-2646.59681
2,-811.55217
3,-1760.65426